Entry 1:
{"formula": "C5H8F3OSSe2Te2V", "method": "ωB97M-V/def2-TZVPD", "elements": ["V", "Se", "Te", "Te", "Se", "F", "C", "F", "F", "O", "S", "C", "C", "C", "C", "H", "H", "H", "H", "H", "H", "H", "H"], "xyz": [[-1.1880, 0.0980, 1.1178], [-1.9632, -1.8810, 0.2325], [-4.4727, -1.5846, 0.0989], [-4.3689, 0.8417, -1.0983], [-2.7202, 1.8628, 0.5261], [-1.4169, 0.6212, 3.7560], [-1.7824, -0.3777, 2.8787], [-1.1404, -1.4917, 3.3577], [-3.1032, -0.6027, 3.1332], [0.8257, -0.2473, 1.4423], [0.7755, -0.8866, 0.1034], [2.5395, -0.6899, -0.4751], [2.6125, 0.6070, -1.2570], [1.3327, 0.6606, -2.0847], [0.2105, 0.3951, -1.1036], [2.7626, -1.5647, -1.0881], [3.1411, -0.7023, 0.4321], [3.5104, 0.6662, -1.8810], [2.6228, 1.4522, -0.5613], [1.3489, -0.1118, -2.8590], [1.2067, 1.6287, -2.5734], [-0.6983, 0.0211, -1.5867], [-0.0347, 1.2868, -0.5114]], "forces_ev_per_angstrom": [[0.5916, 2.4316, -0.4594], [-1.1456, -2.2300, -1.2908], [-0.1337, 0.1518, -0.1018], [0.0793, -0.1668, 0.0526], [-0.9052, 1.0896, -0.3702], [0.0891, 0.5032, 0.5853], [-0.7826, -0.9757, 1.7421], [0.1071, -0.3372, 0.5589], [-0.0119, 0.0337, 0.2869], [0.1709, 1.0103, 2.0365], [1.7617, -1.2934, -2.8141], [-0.1854, 0.0442, 0.0922], [0.1660, 0.0791, -0.1525], [0.3115, 0.1772, 0.0771], [-0.1815, -0.5069, -0.4080], [0.0256, 0.0264, -0.0243], [0.0030, -0.1054, 0.0010], [-0.0483, 0.0041, 0.0942], [0.0590, -0.0423, -0.0497], [-0.0139, 0.0391, 0.0131], [-0.0579, -0.0531, -0.0214], [0.0668, 0.0976, 0.2236], [0.0345, 0.0228, -0.0712]], "orbital_gap_ev": [5.52, 5.98], "homo_energy_ev": [-3.13, -3.62], "spin_multiplicity": 4, "total_charge": -1}

=====

Entry 2:
{"formula": "C5H8F4OSi", "method": "ωB97M-V/def2-TZVPD", "elements": ["C", "C", "C", "C", "C", "O", "F", "F", "F", "F", "Si", "H", "H", "H", "H", "H", "H", "H", "H"], "xyz": [[2.9362, -2.3086, 0.2937], [2.1320, -1.4806, -0.4201], [-3.2831, 0.8247, 0.4526], [-1.9199, 1.4274, 0.4581], [-0.6675, -0.5928, -0.0819], [-1.1286, 0.2262, 0.7872], [-1.0331, -0.2568, -1.3180], [1.4751, 0.9008, -1.8607], [1.6988, 1.3519, 0.7052], [3.6384, 0.9405, -0.7100], [2.1766, 0.4358, -0.5379], [2.7684, -3.3859, 0.1824], [3.7247, -2.0341, 0.9098], [1.5303, -2.0090, -1.0477], [-4.0120, 1.3969, -0.0306], [-3.2513, -0.1860, 0.0343], [-3.5377, 0.6688, 1.5101], [-1.6498, 2.1431, 1.2269], [-1.5974, 1.9379, -0.5535]], "forces_ev_per_angstrom": [[-1.9939, 0.1793, -1.8126], [2.8637, 1.4056, 2.2375], [-0.0089, -0.7577, 1.5258], [1.1355, 0.3501, -2.4268], [0.1438, -0.4423, 0.5543], [1.1094, 0.6202, -0.3432], [-0.3674, 0.4038, -0.1770], [-0.6867, 0.1646, -0.2721], [-0.2477, -0.8578, -0.7499], [1.3711, 0.1608, -0.0790], [0.0043, -1.3729, 1.0910], [0.1791, 0.3666, 0.0320], [1.1627, 0.7250, 1.2233], [-2.1675, -0.8572, -1.7066], [-1.1731, 0.9369, -0.6398], [-0.0637, 0.4339, -0.2760], [-0.3751, 0.0949, -0.2797], [-0.3864, -0.1275, 0.2649], [-0.4993, -1.4262, 1.8338]], "orbital_gap_ev": 10.15, "homo_energy_ev": -9.59, "e_above_lowest_kcal_mol": 21.41}

=====

Max |F| (eV/A)
3.56; 3.90
Total energy (Eh)
-7251.30372; -959.59674